# 1
# C16H12Co2NO6

C16H12Co2NO6 as an isolated structure at a distorted geometry (wB97M-V/def2-TZVPD, OMol25).

```
37
C16H12Co2NO6 (wB97M-V/def2-TZVPD)
O -3.796 1.152 -0.053
C -2.674 1.104 0.224
Co -0.993 1.233 0.583
C -0.914 2.963 0.320
O -0.915 4.104 0.256
C -0.810 1.073 2.308
O -0.813 1.077 3.456
C 0.056 -0.568 -0.343
C -1.094 -1.413 -0.748
C -1.653 -2.283 0.211
C -2.853 -2.924 -0.036
C -3.504 -2.760 -1.264
C -2.916 -1.963 -2.260
C -1.702 -1.321 -2.027
C 1.132 0.109 -0.778
C 1.656 1.500 -1.001
Co 1.707 -1.370 0.171
C 1.416 -1.520 1.891
O 1.206 -1.577 3.031
C 3.387 -0.892 0.152
O 4.501 -0.550 0.133
C 1.710 -2.957 -0.652
O 1.745 -4.005 -1.157
H -1.156 -2.350 1.189
H -3.288 -3.539 0.751
H -4.462 -3.239 -1.428
H -3.436 -1.831 -3.214
H -1.256 -0.683 -2.808
H 2.537 1.340 -1.666
H 0.900 2.034 -1.595
C 2.061 3.054 1.319
N 2.289 2.339 0.038
H 3.042 3.397 1.657
H 1.551 3.969 1.216
H 1.636 2.548 2.152
H 2.927 1.631 0.378
H 2.776 3.116 -0.407
```

Net charge = -1
Energy relative to the best compared isomer or geometry (same formula, charge and spin) = 40.4 kcal per mole
Calculated total energy = -3888.494873 Ha

Charges obtained by Löwdin population analysis, quoted in units of e: atom 1 (O): 0.048, atom 2 (C): -0.241, atom 3 (Co): 0.025, atom 4 (C): -0.288, atom 5 (O): 0.035, atom 6 (C): -0.248, atom 7 (O): 0.042, atom 8 (C): -0.231, atom 9 (C): -0.247, atom 10 (C): -0.055, atom 11 (C): -0.097, atom 12 (C): -0.113, atom 13 (C): -0.107, atom 14 (C): -0.045, atom 15 (C): -0.161, atom 16 (C): -0.201, atom 17 (Co): 0.003, atom 18 (C): -0.184, atom 19 (O): 0.068, atom 20 (C): -0.225, atom 21 (O): 0.039, atom 22 (C): -0.148, atom 23 (O): 0.059, atom 24 (H): 0.112, atom 25 (H): 0.096, atom 26 (H): 0.084, atom 27 (H): 0.094, atom 28 (H): 0.116, atom 29 (H): 0.124, atom 30 (H): 0.114, atom 31 (C): -0.027, atom 32 (N): 0.026, atom 33 (H): 0.100, atom 34 (H): 0.066, atom 35 (H): 0.079, atom 36 (H): 0.125, atom 37 (H): 0.166

# 2
# C20H40Cl10O15

A 10-piece molecular cluster, C20H40Cl10O15 overall at a distorted geometry (wB97M-V/def2-TZVPD, OMol25).

```
85
C20H40Cl10O15 (wB97M-V/def2-TZVPD)
C 2.505 9.101 6.230
O 1.983 7.845 5.718
C 1.767 6.713 6.547
O 1.960 6.643 7.769
O 1.315 5.828 5.744
C 0.991 4.512 6.192
H 1.790 9.437 6.981
H 2.626 9.829 5.428
H 3.478 9.054 6.720
H 0.535 4.026 5.329
H 0.240 4.557 6.980
H 1.887 3.929 6.406
C -1.159 -4.412 7.245
O -2.383 -4.375 6.424
C -3.010 -3.188 6.486
O -2.702 -2.273 7.235
O -4.005 -3.119 5.501
C -4.698 -1.906 5.456
H -0.429 -3.634 7.017
H -0.609 -5.340 7.092
H -1.427 -4.397 8.302
H -5.354 -1.800 6.320
H -5.283 -1.853 4.537
H -4.005 -1.083 5.280
C -7.118 0.000 -6.881
O -7.623 0.285 -5.545
C -6.894 1.059 -4.645
O -5.753 1.465 -4.874
O -7.658 1.263 -3.538
C -7.130 2.110 -2.517
H -7.462 -0.984 -7.199
H -6.038 0.136 -6.935
H -7.466 0.843 -7.478
H -7.880 2.203 -1.732
H -6.927 3.090 -2.949
H -6.224 1.796 -1.998
C 8.400 4.302 2.018
O 7.239 3.515 1.987
C 7.001 2.584 3.015
O 7.604 2.641 4.126
O 6.005 1.867 2.674
C 5.690 0.786 3.474
H 9.264 3.642 2.081
H 8.313 4.929 2.906
H 8.486 4.873 1.094
H 6.426 -0.018 3.466
H 4.764 0.336 3.113
H 5.634 1.218 4.473
C 4.337 -0.509 -8.410
O 5.172 0.076 -7.352
C 5.026 -0.238 -6.091
O 4.131 -1.056 -5.704
O 6.021 0.301 -5.458
C 6.142 0.247 -4.045
H 4.605 0.099 -9.274
H 3.255 -0.524 -8.274
H 4.649 -1.530 -8.629
H 6.357 -0.764 -3.701
H 5.232 0.537 -3.520
H 6.884 0.952 -3.670
C -6.695 -5.056 0.758
Cl -6.057 -3.905 -0.465
Cl -8.211 -4.375 1.460
H -6.788 -6.034 0.286
H -5.962 -5.111 1.562
C -1.455 -4.276 -7.288
Cl -1.364 -4.877 -5.599
Cl -2.780 -4.993 -8.289
H -1.429 -3.187 -7.262
H -0.490 -4.642 -7.639
C -0.886 -1.559 -0.159
Cl 0.768 -1.119 -0.497
Cl -1.498 -0.298 0.858
H -1.494 -1.465 -1.060
H -0.995 -2.588 0.185
C -0.693 -9.546 0.102
Cl 0.537 -10.682 0.662
Cl -0.690 -8.075 1.054
H -0.420 -9.207 -0.898
H -1.650 -10.039 0.274
C -0.060 2.976 -5.026
Cl 1.110 3.950 -5.987
Cl -0.698 3.837 -3.625
H -0.886 2.643 -5.655
H 0.306 2.003 -4.698
```

Structure (SMILES) = COC(=O)OC.COC(=O)OC.COC(=O)OC.COC(=O)OC.COC(=O)OC.ClCCl.ClCCl.ClCCl.ClCCl.ClCCl
Calculated total energy = -6516.460504 Ha

Charges obtained by Löwdin population analysis, quoted in units of e: atom 1 (C): -0.047, atom 2 (O): -0.051, atom 3 (C): -0.557, atom 4 (O): 0.094, atom 5 (O): 0.014, atom 6 (C): -0.013, atom 7 (H): 0.089, atom 8 (H): 0.087, atom 9 (H): 0.086, atom 10 (H): 0.093, atom 11 (H): 0.103, atom 12 (H): 0.102, atom 13 (C): -0.022, atom 14 (O): 0.000, atom 15 (C): -0.534, atom 16 (O): 0.103, atom 17 (O): -0.029, atom 18 (C): -0.084, atom 19 (H): 0.095, atom 20 (H): 0.088, atom 21 (H): 0.094, atom 22 (H): 0.102, atom 23 (H): 0.091, atom 24 (H): 0.096, atom 25 (C): -0.029, atom 26 (O): -0.046, atom 27 (C): -0.507, atom 28 (O): 0.090, atom 29 (O): -0.009, atom 30 (C): -0.050, atom 31 (H): 0.094, atom 32 (H): 0.082, atom 33 (H): 0.091, atom 34 (H): 0.093, atom 35 (H): 0.096, atom 36 (H): 0.094, atom 37 (C): -0.073, atom 38 (O): -0.046, atom 39 (C): -0.531, atom 40 (O): 0.070, atom 41 (O): 0.032, atom 42 (C): -0.046, atom 43 (H): 0.095, atom 44 (H): 0.096, atom 45 (H): 0.093, atom 46 (H): 0.105, atom 47 (H): 0.102, atom 48 (H): 0.102, atom 49 (C): -0.007, atom 50 (O): 0.001, atom 51 (C): -0.601, atom 52 (O): 0.050, atom 53 (O): 0.026, atom 54 (C): -0.033, atom 55 (H): 0.090, atom 56 (H): 0.091, atom 57 (H): 0.092, atom 58 (H): 0.099, atom 59 (H): 0.096, atom 60 (H): 0.095, atom 61 (C): -0.973, atom 62 (Cl): 0.459, atom 63 (Cl): 0.464, atom 64 (H): 0.031, atom 65 (H): 0.019, atom 66 (C): -0.983, atom 67 (Cl): 0.469, atom 68 (Cl): 0.473, atom 69 (H): 0.031, atom 70 (H): 0.011, atom 71 (C): -1.080, atom 72 (Cl): 0.505, atom 73 (Cl): 0.511, atom 74 (H): 0.021, atom 75 (H): 0.042, atom 76 (C): -1.043, atom 77 (Cl): 0.496, atom 78 (Cl): 0.499, atom 79 (H): 0.024, atom 80 (H): 0.024, atom 81 (C): -1.028, atom 82 (Cl): 0.474, atom 83 (Cl): 0.502, atom 84 (H): 0.024, atom 85 (H): 0.028

# 3
# C11H21Cl2N3O3

A 2-piece molecular cluster, C11H21Cl2N3O3 overall (wB97M-V/def2-TZVPD, OMol25).

```
40
C11H21Cl2N3O3 (wB97M-V/def2-TZVPD)
C 3.645 -0.612 1.202
C 2.523 -0.072 0.312
Cl 2.905 -0.340 -1.413
C 2.182 1.400 0.566
C 0.710 1.737 0.373
C 0.059 1.253 -0.930
C -1.283 0.592 -0.695
N -2.051 1.173 0.433
C -3.485 0.844 0.425
C -3.752 -0.642 0.716
C -4.367 -1.515 -0.408
Cl -4.742 -0.668 -1.932
C -1.381 1.272 1.566
N -2.022 1.393 2.788
N -0.053 1.227 1.555
H 4.101 0.180 1.799
H 4.424 -1.070 0.600
H 3.272 -1.380 1.878
H 1.616 -0.662 0.469
H 2.774 2.050 -0.078
H 2.459 1.650 1.596
H 0.583 2.822 0.411
H -0.034 2.109 -1.596
H 0.685 0.526 -1.444
H -1.121 -0.459 -0.434
H -1.914 0.625 -1.580
H -3.988 1.481 1.142
H -3.844 1.127 -0.562
H -4.401 -0.706 1.587
H -2.814 -1.116 1.010
H -5.297 -1.959 -0.074
H -3.692 -2.320 -0.676
H -2.623 2.176 2.971
H -2.039 0.615 3.423
H 0.328 1.563 2.431
C 4.287 -3.219 -3.638
O 3.326 -2.831 -2.935
O 5.441 -2.370 -3.549
O 4.424 -4.184 -4.379
H 5.161 -1.688 -2.931
```

Calculated total energy = -1742.047618 Ha

Charges obtained by Löwdin population analysis, quoted in units of e: atom 1 (C): -0.101, atom 2 (C): -0.704, atom 3 (Cl): 0.735, atom 4 (C): -0.186, atom 5 (C): -0.262, atom 6 (C): -0.109, atom 7 (C): -0.087, atom 8 (N): -0.011, atom 9 (C): -0.159, atom 10 (C): -0.201, atom 11 (C): -0.540, atom 12 (Cl): 0.594, atom 13 (C): -0.350, atom 14 (N): 0.164, atom 15 (N): 0.158, atom 16 (H): 0.072, atom 17 (H): 0.070, atom 18 (H): 0.079, atom 19 (H): 0.090, atom 20 (H): 0.123, atom 21 (H): 0.111, atom 22 (H): 0.151, atom 23 (H): 0.130, atom 24 (H): 0.060, atom 25 (H): 0.143, atom 26 (H): 0.127, atom 27 (H): 0.114, atom 28 (H): 0.071, atom 29 (H): 0.109, atom 30 (H): 0.109, atom 31 (H): 0.067, atom 32 (H): 0.071, atom 33 (H): 0.114, atom 34 (H): 0.118, atom 35 (H): 0.158, atom 36 (C): -0.841, atom 37 (O): -0.152, atom 38 (O): -0.032, atom 39 (O): -0.033, atom 40 (H): 0.029

Quick rundown of orbital gap, same order as above: 5.358, 10.546, 4.681 eV